Entry 1:
DFT (the ωB97M-V functional and the def2-TZVPD basis) results for 8 unconnected molecules or ions with the total composition C23H30Cl22F3N2O2 at a distorted geometry.

```
82
Properties=species:S:1:pos:R:3:forces:R:3:lowdin_charge:R:1
C -2.46907 2.22291 -2.07836 -0.26 -0.05 -0.13 -0.0790
C -2.93380 1.51031 -3.14198 0.02 -0.27 0.01 -0.1536
C -2.52178 0.09441 -3.49517 -1.31 -0.88 1.73 -0.1538
C -1.48773 -0.47559 -2.53195 -1.20 0.36 -0.75 -0.1356
C -1.78085 -1.58495 -1.73619 0.29 -0.50 0.40 -0.1616
N -3.00167 -2.24644 -1.79455 -0.20 0.52 0.56 0.1600
C -0.78617 -2.06399 -0.87505 -0.76 -0.83 0.01 -0.1589
C -0.97065 -3.28066 0.01063 -0.51 0.50 -0.37 -0.0993
C -1.75676 -3.00273 1.31097 0.94 -0.65 0.06 -0.0909
C -1.31982 -1.74148 2.02615 -1.14 -0.74 0.74 -0.6002
F -1.88972 -0.64318 1.48943 0.63 0.12 -0.07 0.1399
F -1.73345 -1.79164 3.31472 0.05 0.15 -0.25 0.1297
F 0.01837 -1.61268 2.07693 -0.12 0.35 -0.36 0.1460
C 0.39473 -1.42260 -0.82954 0.43 -0.18 0.98 -0.1278
N 0.67168 -0.37353 -1.58492 0.90 0.67 -0.45 0.0211
C 2.02182 0.27875 -1.51580 0.86 0.32 -0.14 -0.2041
O 2.94802 -0.49518 -0.84885 -0.75 0.54 0.45 -0.1270
C 3.14254 -0.10355 0.52426 1.03 -0.65 0.56 -0.1531
C 4.60727 0.36391 0.66949 -0.80 0.44 -0.07 -0.1750
O 4.86727 0.90847 1.94136 -0.05 -0.46 -0.30 -0.1355
C 4.79070 -0.03712 2.99599 0.10 0.49 1.24 -0.3163
C 5.25666 0.68894 4.26736 0.12 0.19 -0.91 -0.0531
C -0.24449 0.09143 -2.43909 -0.05 0.67 -0.59 -0.4987
Cl 0.20420 1.43153 -3.44893 0.05 -0.72 0.27 0.8638
H -1.81466 3.06861 -2.28399 -2.10 1.05 0.19 -0.0597
H -2.63432 1.97722 -1.02751 1.56 -1.17 -0.11 0.0632
H -3.66826 1.95991 -3.81741 1.47 0.56 -1.06 0.1110
H -2.12225 0.02831 -4.51017 -0.12 0.47 -0.01 0.1304
H -3.41415 -0.53818 -3.46157 0.29 -0.34 -0.30 0.0410
H -3.72382 -1.66409 -1.36853 -0.26 -0.05 -0.70 0.0622
H -2.98762 -3.09940 -1.24862 0.00 0.01 -0.13 0.0769
H 0.01708 -3.70023 0.20427 -0.15 -0.06 0.15 0.1079
H -1.54343 -4.01546 -0.56343 0.34 -0.26 0.19 0.1248
H -2.83739 -3.04748 1.15261 0.22 0.51 0.09 0.0640
H -1.53051 -3.83284 1.99475 -0.08 0.36 -0.15 0.0743
H 1.12769 -1.79118 -0.13713 0.35 0.50 -0.05 0.0983
H 2.40264 0.45306 -2.52230 -0.37 -0.31 -0.10 0.1253
H 1.86344 1.25834 -1.06122 0.01 -0.11 0.11 0.0525
H 2.46131 0.68230 0.86338 -0.05 -0.04 -0.24 0.1340
H 3.00348 -0.99180 1.15138 -0.25 0.08 -0.11 0.1128
H 5.27840 -0.46932 0.42226 0.03 0.14 0.00 0.1333
H 4.72274 1.18801 -0.04067 0.35 -0.17 -0.01 0.1347
H 5.43371 -0.91102 2.82550 -0.17 0.33 -0.30 0.0314
H 3.75754 -0.35867 3.18607 0.06 -0.15 -0.38 0.1099
H 4.87567 1.71098 4.19485 -0.12 -0.11 0.27 0.0803
H 6.34495 0.77159 4.25157 -0.06 -0.11 0.28 0.0793
H 4.88875 0.20489 5.17005 0.16 0.00 -0.01 0.0780
C 0.58099 4.36283 -0.74288 -0.10 -0.02 -0.03 -1.4914
Cl -0.00869 3.05915 0.30122 -0.05 0.00 0.07 0.5630
Cl 1.99727 3.80862 -1.63089 0.26 0.28 -0.03 0.5694
Cl -0.67219 4.90770 -1.85261 0.43 0.51 0.10 0.5807
H 0.85698 5.20116 -0.11416 0.04 -0.05 0.01 -0.0594
C -4.33650 -5.18917 2.83647 -0.06 -0.10 0.12 -1.5285
Cl -4.96501 -4.53497 1.31655 -0.15 0.00 -0.08 0.5424
Cl -5.48314 -6.30511 3.55991 0.05 0.07 -0.05 0.5694
Cl -2.77719 -5.97390 2.56779 -0.04 -0.23 0.07 0.5689
H -4.18685 -4.36287 3.52071 0.01 0.00 -0.03 0.0189
C 3.56660 -4.18515 -1.50990 0.15 -0.19 -0.14 -1.4990
Cl 2.03478 -3.36199 -1.84586 0.37 -0.59 -0.38 0.6773
Cl 3.30374 -5.49402 -0.35458 0.00 0.05 0.05 0.5515
Cl 4.28827 -4.79432 -2.99249 -0.02 0.06 0.07 0.5701
H 4.24556 -3.46552 -1.06794 -0.07 0.02 0.01 0.0153
C 0.19907 7.74395 2.06837 -0.01 0.08 -0.07 -1.5171
Cl -1.10213 7.02266 1.11720 0.13 -0.01 0.20 0.5130
Cl 1.65778 6.74326 1.99074 0.00 -0.02 0.04 0.5450
Cl 0.53807 9.38038 1.51570 -0.01 -0.05 0.03 0.5490
H -0.12119 7.79265 3.10113 0.02 -0.03 -0.01 0.0170
C -6.64231 -1.83597 -3.47953 0.14 -0.19 -0.01 -1.5203
Cl -6.18632 -1.04690 -1.96101 -0.15 0.09 0.12 0.5444
Cl -5.68216 -1.19421 -4.80508 -0.09 0.06 -0.16 0.5634
Cl -6.44772 -3.58347 -3.36713 -0.03 0.05 0.07 0.5397
H -7.68690 -1.62000 -3.66391 0.02 0.03 0.00 0.0180
C 4.90079 -4.93077 3.31582 0.10 -0.07 0.16 -1.5438
Cl 3.74788 -5.08038 4.64189 -0.01 0.01 -0.07 0.5363
Cl 5.06929 -3.23505 2.83052 -0.10 -0.31 -0.04 0.5674
Cl 6.46382 -5.60595 3.76180 -0.05 0.03 -0.05 0.5518
H 4.51967 -5.48576 2.47071 -0.02 0.00 -0.06 -0.0249
C -3.45438 9.18509 -1.92073 -0.15 0.03 0.09 -1.5406
Cl -3.44715 10.17135 -0.45916 0.05 -0.01 -0.03 0.5307
Cl -2.79634 7.57888 -1.58630 -0.09 0.04 -0.23 0.4708
Cl -5.08240 9.06632 -2.58711 0.05 0.01 -0.02 0.5341
H -2.82027 9.66256 -2.65629 0.01 -0.02 0.01 0.0146
```
Positions in Å, forces in eV/Å.

* E_HOMO: -10.3 eV
* 2S+1: 1
* total charge: +1
* total energy: -315049.217 eV

Entry 2:
DFT (the ωB97M-V functional and the def2-TZVPD basis) results for 7 unconnected molecules or ions with the total composition C11H32O9 at a distorted geometry.

```
52
Properties=species:S:1:pos:R:3:forces:R:3:nbo_charge:R:1
C -0.26262 1.61268 -0.17947 0.32 1.18 -0.42 0.9711
O -0.46804 0.71988 0.74528 0.14 -0.72 0.18 -0.9608
O -1.11014 2.55709 -0.38885 0.39 -0.88 -0.19 -0.8671
O 0.83850 1.58137 -0.89607 -0.18 -0.76 0.05 -0.9567
C -2.35451 -2.08907 4.62560 0.30 -0.63 1.35 -0.6188
C -1.36082 -0.99015 4.38852 0.61 -0.16 -0.38 -0.0737
O -1.83253 -0.01927 3.48208 0.39 -0.23 0.29 -0.7262
H -2.51597 -2.70075 3.74149 -0.45 0.24 -0.07 0.2139
H -3.24703 -1.73345 5.14607 -0.35 0.12 -0.70 0.1920
H -1.92047 -2.74621 5.39775 0.14 -0.15 -0.24 0.1775
H -0.45456 -1.43014 3.95723 0.04 -0.10 0.21 0.1817
H -1.04849 -0.56266 5.35245 -0.23 0.29 -0.05 0.1290
H -1.21680 -0.09080 2.73623 -0.56 0.84 -0.57 0.5126
C 4.16963 1.79475 0.90465 0.03 -0.29 -0.98 -0.6397
C 4.47527 1.55194 -0.58668 -0.06 -0.28 0.94 -0.0411
O 3.49830 2.17352 -1.35744 0.23 -0.28 -0.83 -0.7552
H 3.92100 2.85256 0.97529 0.17 0.05 0.40 0.2113
H 5.01373 1.48670 1.52621 -0.08 0.14 0.22 0.1717
H 3.27427 1.22607 1.15140 0.08 0.07 0.02 0.2241
H 4.57104 0.47338 -0.76722 -0.26 -0.11 -0.12 0.1409
H 5.47096 1.94046 -0.82201 -0.08 0.42 -0.22 0.1308
H 2.65579 1.65995 -1.34020 -0.09 0.64 0.45 0.5311
C -2.98778 1.73338 -4.85686 0.32 0.17 0.00 -0.6278
C -2.26654 1.63455 -3.50881 0.65 -1.19 -0.87 -0.0539
O -1.82415 2.88712 -3.10212 -0.14 0.22 -0.02 -0.7730
H -3.37453 2.75390 -4.91969 -0.45 -0.24 -0.22 0.2051
H -3.73253 0.94484 -4.98157 -0.37 0.29 0.20 0.1857
H -2.30572 1.56859 -5.69657 0.18 0.32 0.08 0.1826
H -1.40835 0.97464 -3.71187 0.10 -0.06 0.38 0.1450
H -2.88443 1.07609 -2.79788 -0.11 0.47 0.37 0.1592
H -1.33601 2.78262 -2.24955 -0.15 0.08 0.53 0.5371
C -2.88949 -2.55667 -2.13189 -0.39 -0.94 -0.55 -0.6177
C -1.79818 -1.77237 -1.45785 0.76 -0.50 1.16 -0.0739
O -2.33120 -1.05816 -0.35796 0.09 0.43 -0.71 -0.7730
H -3.58005 -3.03305 -1.42962 0.07 0.40 0.34 0.1962
H -2.48935 -3.42694 -2.66914 0.26 0.26 -0.19 0.1831
H -3.49716 -2.00059 -2.84987 0.09 0.26 0.12 0.1910
H -1.17325 -1.19706 -2.14972 -0.50 0.43 -0.06 0.1885
H -1.04918 -2.45893 -1.02494 -0.14 -0.35 -0.28 0.1364
H -1.64425 -0.40295 -0.07389 -0.16 0.15 0.41 0.5265
C 2.07176 0.04277 3.37271 -0.23 0.60 -0.25 -0.2453
O 1.48717 -0.89382 2.48756 -0.17 0.11 0.49 -0.7696
H 2.81457 -0.39802 4.03943 0.00 -0.45 -0.23 0.1475
H 2.55766 0.83114 2.79256 0.04 0.02 0.31 0.1733
H 1.32991 0.53225 4.01447 -0.13 -0.06 0.00 0.1549
H 0.81168 -0.38670 1.98309 0.21 0.00 -0.59 0.5219
C 2.04296 -1.51422 -0.91385 -0.13 -0.09 0.12 -0.2346
O 1.49362 -0.88079 -2.04192 0.21 0.19 -0.06 -0.7919
H 2.63765 -0.82446 -0.30473 0.06 -0.08 -0.05 0.1640
H 1.27716 -1.92208 -0.23980 -0.03 0.05 -0.08 0.1606
H 2.66972 -2.34606 -1.25771 0.07 0.05 0.06 0.1335
H 1.28175 0.04310 -1.75432 -0.49 0.07 0.24 0.5202
```
Positions in Å, forces in eV/Å.

* energy above the lowest of the compared OMol25 structures with the same formula, charge and spin: 0.0 kJ/mol
* E_HOMO: -0.7 eV
* 2S+1: 1
* total charge: -2
* total energy: -30353.081 eV